{"formula": "C7H14N2", "method": "ωB97M-V/def2-TZVPD", "total_energy_ha": -384.43271, "homo_lumo_gap_ev": 10.002, "fmax_ev_per_a": 4.65, "homo_ev": -9.181, "e_above_lowest_ev": 5.420, "smiles": "[H]/N=C\\N1C[C@@]1(C)C(C)C", "e_lumo_ev": 0.82, "symbols": ["C", "C", "C", "C", "C", "C", "C", "H", "H", "H", "H", "H", "H", "H", "H", "H", "H", "H", "H", "H", "H", "N", "N"], "positions_angstrom": [[-1.28450, 1.73606, -1.03376], [-0.26539, 0.45291, -1.09310], [1.09533, 0.90837, -1.56006], [-0.13465, -0.16259, 0.19384], [-1.37138, -0.80414, 0.80725], [0.61203, 0.54898, 1.34884], [1.43427, -1.85612, 1.14490], [-1.34511, 2.26111, 0.09208], [-0.88124, 2.49640, -1.91736], [-2.32248, 1.13210, -1.41231], [-0.65792, -0.35612, -1.71812], [1.83982, 0.08042, -1.52871], [1.05813, 1.31687, -2.70357], [1.52469, 1.74050, -0.93632], [-1.93837, 0.10780, 1.15889], [-1.15733, -1.45440, 1.65919], [-2.06227, -1.53654, 0.16594], [1.16099, 1.57607, 1.16582], [0.41626, 0.21034, 2.40850], [2.60364, -1.75924, 1.61875], [-0.26803, -3.03912, 0.45752], [1.27038, -0.59102, 0.51692], [0.67313, -3.00864, 1.16485]], "atomic_forces_ev_per_a": [[-0.6, -1.2, -1.3], [-0.5, 2.8, -1.1], [1.4, 1.1, -3.0], [1.2, -0.5, 4.3], [-1.9, -0.9, -0.5], [2.1, -0.1, -1.2], [0.1, -2.6, 0.6], [0.1, -1.5, -3.3], [-1.5, -1.8, 2.6], [2.4, 2.6, 1.3], [-0.1, 0.5, -0.5], [-0.6, 0.7, -0.3], [0.0, -0.9, 2.7], [-0.6, -0.7, -0.6], [0.0, -1.3, -0.4], [0.2, 0.6, 0.1], [1.5, 2.0, 0.7], [-1.3, -2.2, 0.6], [-0.1, 0.8, -1.4], [-3.6, -1.1, -0.7], [3.4, 0.9, 2.5], [-2.6, -0.9, 1.0], [1.1, 3.9, -2.3]], "lowdin_charge": [-0.068, -0.432, -0.118, -0.526, -0.074, -0.016, -0.271, 0.121, 0.105, 0.119, 0.138, 0.077, 0.124, 0.081, 0.093, 0.053, 0.123, 0.133, 0.125, 0.164, 0.106, -0.066, 0.012]}



{"formula": "C27H26ClN3O4", "method": "ωB97M-V/def2-TZVPD", "total_energy_ha": -1969.91401, "homo_lumo_gap_ev": 8.581, "fmax_ev_per_a": 0.66, "homo_ev": -7.981, "e_above_lowest_ev": 0.000, "smiles": "CCOC(=O)C1=C(c2ccccc2)NC(N)=N[C@H]1c1ccc(OCc2ccc(Cl)cc2)c(OC)c1", "e_lumo_ev": 0.60, "symbols": ["C", "C", "H", "H", "O", "C", "O", "C", "C", "N", "C", "N", "C", "C", "C", "C", "C", "C", "C", "H", "O", "C", "H", "H", "H", "O", "C", "C", "C", "C", "C", "C", "C", "H", "H", "Cl", "H", "H", "H", "H", "H", "H", "H", "N", "H", "H", "H", "C", "C", "C", "C", "C", "C", "H", "H", "H", "H", "H", "H", "H", "H"], "positions_angstrom": [[5.67793, 2.01404, -0.56144], [4.27876, 2.05883, -1.14660], [4.30358, 2.17719, -2.23630], [3.69779, 2.89004, -0.72995], [3.62823, 0.83249, -0.82695], [2.36814, 0.68938, -1.27862], [1.82016, 1.54190, -1.94494], [1.76324, -0.59013, -0.92097], [2.33549, -1.51843, -0.12386], [1.72480, -2.75097, 0.01859], [0.78053, -3.12885, -0.94389], [0.17857, -2.31659, -1.70036], [0.40892, -0.89998, -1.54228], [-0.65037, -0.25097, -0.67114], [-1.15081, -0.87272, 0.45998], [-2.07894, -0.22061, 1.25145], [-2.50233, 1.06509, 0.95544], [-1.97594, 1.71346, -0.17795], [-1.07302, 1.03482, -0.98161], [-0.64961, 1.51061, -1.85034], [-2.39629, 2.99257, -0.42209], [-1.80703, 3.69478, -1.49167], [-2.21247, 4.70431, -1.43609], [-0.71841, 3.73123, -1.39728], [-2.07112, 3.25072, -2.45688], [-3.37812, 1.66856, 1.82933], [-4.61207, 2.11730, 1.27798], [-5.42737, 0.94666, 0.79234], [-6.31253, 0.29806, 1.64405], [-7.00288, -0.82586, 1.22840], [-6.79385, -1.31297, -0.05143], [-5.91073, -0.68661, -0.91486], [-5.23353, 0.44113, -0.48775], [-4.54459, 0.93033, -1.15952], [-5.75424, -1.07754, -1.90789], [-7.64927, -2.72141, -0.57789], [-7.69387, -1.32412, 1.89042], [-6.46224, 0.67522, 2.64479], [-4.43326, 2.82983, 0.46632], [-5.11159, 2.62550, 2.10603], [-2.48785, -0.69623, 2.12969], [-0.83459, -1.87103, 0.71972], [0.35978, -0.45035, -2.54059], [0.61005, -4.48632, -1.08056], [-0.17765, -4.72553, -1.66249], [0.68927, -5.03904, -0.24114], [2.25096, -3.47154, 0.49274], [3.57956, -1.35223, 0.65087], [3.62067, -0.46175, 1.71887], [4.77573, -0.33029, 2.46592], [5.89656, -1.08417, 2.15593], [5.85628, -1.97892, 1.10090], [4.69886, -2.12112, 0.35576], [4.66989, -2.81220, -0.47540], [6.72788, -2.56833, 0.85665], [6.80030, -0.97383, 2.73678], [4.80378, 0.36320, 3.29370], [2.74374, 0.12396, 1.95104], [6.22905, 1.17616, -0.97968], [5.62631, 1.88551, 0.51637], [6.20174, 2.93775, -0.78964]], "atomic_forces_ev_per_a": [[-0.4, -0.2, -0.1], [0.2, 0.5, -0.2], [0.0, 0.0, 0.2], [0.1, -0.1, -0.1], [0.0, -0.1, -0.1], [0.3, 0.3, -0.1], [0.0, -0.2, 0.1], [0.0, -0.6, 0.0], [-0.1, 0.5, -0.3], [-0.1, -0.2, 0.0], [0.1, 0.3, 0.0], [-0.1, -0.3, -0.1], [0.2, 0.3, 0.1], [-0.2, 0.0, -0.1], [0.1, 0.0, -0.1], [-0.1, 0.3, 0.0], [0.1, 0.0, 0.0], [-0.1, 0.0, 0.2], [-0.1, 0.1, 0.0], [0.0, 0.1, -0.1], [-0.1, -0.3, 0.4], [0.1, 0.1, -0.2], [0.1, -0.1, -0.1], [0.0, 0.0, 0.0], [0.0, 0.0, 0.0], [0.5, 0.1, 0.0], [-0.4, 0.0, -0.2], [0.1, 0.1, 0.1], [0.1, 0.0, -0.1], [0.0, -0.1, 0.0], [0.1, 0.2, 0.1], [-0.1, -0.1, 0.0], [-0.1, 0.0, 0.1], [0.1, 0.1, -0.1], [0.0, -0.1, -0.1], [-0.1, -0.2, -0.1], [-0.1, -0.1, 0.0], [0.0, 0.0, 0.1], [0.0, -0.1, 0.2], [0.0, 0.0, -0.1], [-0.1, 0.0, 0.1], [0.0, -0.1, 0.0], [0.0, 0.0, 0.2], [0.1, -0.4, 0.1], [0.0, 0.0, 0.1], [-0.1, 0.0, 0.0], [0.0, 0.1, -0.1], [0.2, -0.2, 0.3], [0.0, -0.2, 0.0], [0.0, 0.1, 0.1], [0.1, 0.0, 0.0], [0.1, 0.0, 0.0], [-0.2, 0.0, 0.0], [0.0, -0.1, -0.1], [0.1, 0.0, 0.0], [0.1, 0.0, 0.1], [0.0, 0.1, 0.1], [-0.1, 0.1, 0.0], [0.1, -0.1, 0.0], [0.1, 0.0, 0.1], [0.1, 0.1, 0.0]], "lowdin_charge": [-0.057, -0.217, 0.127, 0.129, -0.021, -0.427, 0.107, -0.013, -0.141, 0.158, -0.471, 0.146, -0.235, -0.159, -0.023, 0.013, -0.219, -0.197, 0.037, 0.101, -0.094, -0.071, 0.095, 0.098, 0.099, -0.028, -0.135, -0.192, -0.026, -0.103, -0.678, -0.093, -0.019, 0.119, 0.106, 0.663, 0.103, 0.117, 0.120, 0.131, 0.122, 0.104, 0.146, 0.136, 0.099, 0.090, 0.147, -0.182, -0.022, -0.079, -0.086, -0.078, -0.028, 0.121, 0.103, 0.103, 0.106, 0.128, 0.079, 0.068, 0.076]}



{"formula": "C14H10Cl6O8", "method": "ωB97M-V/def2-TZVPD", "total_energy_ha": -3902.51490, "homo_lumo_gap_ev": 8.174, "fmax_ev_per_a": 3.14, "homo_ev": -9.826, "e_above_lowest_ev": 0.000, "smiles": "O=C1C=C(O)C(=O)C=C1O.O=C1C=C(O)C(=O)C=C1O.ClC(Cl)Cl.ClC(Cl)Cl", "e_lumo_ev": -1.65, "symbols": ["C", "C", "C", "O", "C", "C", "C", "O", "O", "O", "H", "H", "H", "H", "C", "C", "C", "O", "C", "C", "C", "O", "O", "O", "H", "H", "H", "H", "C", "Cl", "Cl", "Cl", "H", "C", "Cl", "Cl", "Cl", "H"], "positions_angstrom": [[2.40885, -1.36984, 4.88475], [2.86641, -1.06223, 3.68624], [1.89802, -0.63761, 2.61207], [2.39259, -0.30828, 1.52738], [0.44994, -0.47875, 2.89216], [0.01585, -0.90777, 4.05734], [0.98405, -1.34923, 5.13300], [0.52378, -1.61038, 6.27527], [-1.24162, -0.70088, 4.45654], [4.16191, -1.02602, 3.37100], [3.12716, -1.61829, 5.63026], [-0.19306, -0.14219, 2.09575], [-1.24247, -1.00616, 5.38059], [4.13701, -0.65811, 2.47207], [-1.57806, 2.32964, -2.89626], [-1.16673, 2.30182, -1.61575], [-1.37676, 1.10319, -0.73081], [-1.05192, 1.24647, 0.44943], [-1.99971, -0.12091, -1.27250], [-2.32824, -0.16339, -2.55276], [-2.14425, 1.04281, -3.42095], [-2.50516, 1.00987, -4.60489], [-2.93489, -1.22168, -3.14099], [-0.70571, 3.39134, -1.03486], [-1.61914, 3.16137, -3.59493], [-2.18083, -0.98389, -0.62582], [-2.93765, -1.00172, -4.07825], [-0.54499, 3.08258, -0.11992], [2.68473, 4.93383, -3.39214], [2.97634, 6.64146, -3.08158], [3.70624, 4.40111, -4.72487], [0.96726, 4.67924, -3.77216], [2.93070, 4.36335, -2.49388], [-1.76951, -5.48758, -1.62727], [-0.14109, -5.52140, -2.29995], [-2.28284, -3.85747, -1.24205], [-1.84568, -6.54925, -0.23690], [-2.44053, -5.90506, -2.36433]], "atomic_forces_ev_per_a": [[-0.3, -0.3, 0.1], [-0.2, 0.3, -0.6], [-0.1, 1.1, -1.6], [-0.3, -0.5, 1.1], [1.7, -0.8, -1.4], [-0.3, 0.9, 1.4], [-0.8, -0.6, 3.0], [0.5, 0.6, -2.7], [0.3, -0.7, 0.2], [-0.8, 0.1, -0.2], [0.0, -0.2, 0.8], [0.0, 0.3, 0.0], [-0.3, -0.1, 0.3], [0.4, 0.0, -0.5], [-0.7, -2.3, 0.1], [-0.8, 0.6, -1.6], [0.0, -0.4, 1.0], [-0.3, -0.2, -1.1], [0.5, 0.1, 1.2], [-0.7, -0.4, -0.9], [0.1, 2.0, -2.0], [0.3, -0.8, 1.5], [0.8, 0.9, 0.8], [0.4, -0.3, 1.1], [0.3, -0.1, 0.4], [0.2, 0.5, 0.0], [-0.3, 0.1, -0.7], [0.2, 0.4, 0.2], [-0.2, 0.0, 0.0], [0.0, 0.1, 0.2], [0.0, -0.2, 0.1], [0.3, -0.1, 0.1], [-0.1, 0.1, -0.3], [0.1, -0.3, -0.1], [0.1, 0.2, -0.1], [0.0, 0.1, 0.0], [-0.1, -0.1, 0.4], [-0.1, 0.2, -0.1]], "lowdin_charge": [0.063, -0.248, -0.262, 0.085, 0.081, -0.246, -0.261, 0.071, 0.113, 0.120, 0.133, 0.107, 0.112, 0.110, 0.070, -0.267, -0.261, 0.085, 0.073, -0.235, -0.275, 0.087, 0.081, 0.097, 0.115, 0.114, 0.106, 0.118, -1.545, 0.522, 0.523, 0.538, 0.022, -1.579, 0.526, 0.566, 0.533, 0.010]}



{"formula": "C18H15N5ORuS2", "method": "ωB97M-V/def2-TZVPD", "total_energy_ha": -1935.01938, "multiplicity": 2, "homo_lumo_gap_ev": [6.938, 6.791], "total_charge": 1, "fmax_ev_per_a": 0.56, "s_squared": 0.76, "homo_ev": [-10.951, -11.061], "e_above_lowest_ev": 0.000, "e_lumo_ev": [-4.01, -4.27], "symbols": ["Ru", "N", "C", "S", "N", "N", "C", "C", "C", "C", "C", "C", "C", "C", "C", "C", "C", "C", "N", "H", "H", "H", "H", "H", "H", "H", "H", "H", "H", "H", "O", "N", "C", "C", "C", "C", "C", "S", "H", "H", "H", "H"], "positions_angstrom": [[1.39676, 0.63257, -0.49861], [2.80440, 1.51213, 3.47021], [2.21800, 1.07185, 2.34955], [2.94631, 1.59673, 0.82749], [1.20692, 0.25346, 2.47091], [0.69501, -0.12468, 1.25135], [-0.20090, -1.05164, 1.20478], [-0.78389, -1.74086, 2.37888], [-1.24834, -1.01963, 3.47656], [-1.81977, -1.68159, 4.55003], [-1.91439, -3.06690, 4.55104], [-1.43063, -3.79361, 3.47332], [-0.87336, -3.13243, 2.39004], [-0.62879, -1.40728, -0.18774], [-1.72765, -2.18686, -0.48673], [-2.02419, -2.45947, -1.81924], [-1.21847, -1.94571, -2.81642], [-0.15471, -1.13630, -2.45065], [0.11970, -0.86812, -1.17703], [3.63393, 2.07550, 3.42530], [2.48341, 1.17074, 4.36031], [-1.17471, 0.05818, 3.48334], [-2.18890, -1.11265, 5.39267], [-2.36186, -3.57908, 5.39235], [-1.48000, -4.87403, 3.47715], [-0.46669, -3.70967, 1.56869], [-2.35376, -2.55931, 0.30953], [-2.88278, -3.06911, -2.06655], [-1.41033, -2.14749, -3.86011], [0.49766, -0.67478, -3.18065], [2.09831, 1.23552, -2.32371], [1.46785, 2.26464, -2.89573], [1.92374, 2.67988, -4.10191], [1.31724, 3.72347, -4.73741], [0.22644, 4.35607, -4.12411], [-0.20864, 3.91660, -2.90112], [0.43185, 2.83995, -2.27370], [-0.06582, 2.22120, -0.72699], [2.77313, 2.12706, -4.47236], [1.68908, 4.04277, -5.69919], [-0.26699, 5.18554, -4.61067], [-1.04417, 4.37734, -2.39286]], "atomic_forces_ev_per_a": [[0.5, 0.0, 0.2], [0.0, 0.0, -0.1], [0.0, -0.1, 0.2], [0.1, -0.2, -0.1], [-0.2, 0.1, -0.3], [0.3, 0.2, 0.2], [-0.4, -0.3, -0.3], [0.1, 0.0, -0.1], [-0.1, 0.1, 0.0], [0.0, 0.0, 0.0], [0.0, 0.0, 0.0], [0.0, 0.0, 0.0], [0.1, -0.1, 0.0], [0.1, 0.2, 0.4], [-0.1, -0.1, -0.1], [0.0, 0.0, 0.1], [0.1, 0.0, 0.0], [0.0, -0.1, 0.0], [0.0, -0.1, 0.0], [0.0, 0.0, 0.0], [0.0, 0.0, 0.0], [0.0, 0.0, 0.0], [0.0, 0.0, 0.0], [0.0, 0.0, 0.0], [0.0, 0.0, 0.0], [0.0, 0.0, 0.0], [0.0, -0.1, 0.0], [0.0, 0.0, 0.0], [0.0, 0.0, 0.0], [0.0, 0.0, 0.0], [0.0, -0.1, -0.2], [0.1, -0.1, 0.2], [0.0, 0.0, 0.0], [-0.1, 0.0, 0.0], [0.1, 0.0, -0.1], [0.0, -0.1, 0.1], [-0.2, 0.3, -0.1], [-0.4, 0.2, 0.0], [0.0, 0.0, 0.0], [0.0, 0.0, 0.0], [0.0, 0.0, 0.0], [0.0, 0.0, 0.0]], "mulliken_spin": [0.703, 0.004, 0.001, 0.110, 0.010, 0.003, -0.020, -0.001, -0.001, 0.000, -0.001, 0.000, -0.001, 0.006, -0.001, 0.005, -0.002, 0.010, 0.010, 0.001, -0.001, 0.000, 0.000, 0.000, 0.000, 0.000, 0.000, 0.000, 0.001, -0.003, 0.038, 0.021, -0.017, 0.019, -0.014, 0.020, -0.016, 0.113, 0.000, 0.001, -0.001, 0.001]}